{"formula": "C32H41N6O3ReS3", "method": "wB97M-V/def2-TZVPD", "total_charge": 3, "orbital_gap_ha": [0.304, 0.260], "e_tot_ha": -3070.2703, "multiplicity": 4, "s_squared": 3.773, "e_lumo_ha": [-0.2972, -0.3432], "homo_ha": [-0.601, -0.603], "elements": ["Re", "O", "S", "C", "C", "C", "C", "S", "O", "C", "C", "C", "C", "C", "C", "C", "C", "C", "C", "C", "C", "H", "H", "H", "H", "H", "H", "H", "H", "H", "H", "H", "H", "H", "H", "H", "H", "H", "H", "C", "N", "C", "C", "N", "C", "S", "C", "C", "C", "C", "C", "N", "H", "H", "H", "H", "H", "H", "H", "H", "H", "O", "C", "N", "C", "C", "N", "C", "C", "C", "C", "N", "H", "H", "H", "H", "H", "H", "H", "H", "H", "H", "H", "H", "H", "H"], "coordinates": [[-0.4273, -0.3611, 0.4467], [1.6512, 0.2852, 0.8458], [2.7188, 0.3609, -0.2674], [3.6697, 1.8843, 0.1504], [2.7960, 2.8853, 0.8872], [1.6002, 3.3616, 0.0520], [0.5176, 4.0233, 0.8978], [-1.0016, 2.9760, 1.1412], [-0.9023, 1.7955, 0.1643], [-2.2171, 4.0863, 0.4408], [-2.6010, 5.1265, 1.2784], [-3.5217, 6.0519, 0.8162], [-4.0548, 5.9170, -0.4607], [-3.6604, 4.8693, -1.2811], [-2.7353, 3.9379, -0.8314], [3.9064, -0.9015, 0.1562], [3.9881, -1.3902, 1.4507], [4.9332, -2.3622, 1.7370], [5.7809, -2.8251, 0.7386], [5.6766, -2.3348, -0.5568], [4.7278, -1.3705, -0.8600], [4.0000, 2.2678, -0.8160], [4.5392, 1.5952, 0.7368], [3.4226, 3.7381, 1.1551], [2.4492, 2.4309, 1.8175], [1.1652, 2.5126, -0.4809], [1.9428, 4.0638, -0.7079], [0.1694, 4.9604, 0.4728], [0.8651, 4.2168, 1.9135], [-2.1778, 5.2117, 2.2732], [-3.8206, 6.8725, 1.4530], [-4.7851, 6.6324, -0.8126], [-4.0671, 4.7768, -2.2785], [-2.4222, 3.1140, -1.4587], [3.3176, -1.0164, 2.2132], [5.0048, -2.7593, 2.7398], [6.5281, -3.5721, 0.9675], [6.3281, -2.7075, -1.3345], [4.6379, -0.9778, -1.8662], [-4.4270, -3.6303, -0.1697], [-4.0964, -2.8928, 1.0398], [-4.5317, -3.1950, 2.3081], [-3.9453, -2.3307, 3.1574], [-3.1479, -1.4792, 2.3969], [-3.2495, -1.8583, 1.0951], [-2.5873, -1.1181, -0.2990], [-2.3651, -0.4591, 2.9873], [-2.8474, 0.1223, 4.1516], [-2.0145, 0.9351, 4.9009], [-0.7132, 1.1363, 4.4699], [-0.3436, 0.6114, 3.2503], [-1.1554, -0.1496, 2.4904], [-5.2225, -4.3353, 0.0526], [-3.5535, -4.1791, -0.5218], [-4.7581, -2.9500, -0.9515], [-5.2145, -4.0017, 2.5093], [-4.0210, -2.2717, 4.2270], [-3.8595, -0.0715, 4.4731], [-2.3729, 1.3814, 5.8179], [-0.0139, 1.7105, 5.0595], [0.6528, 0.7613, 2.8498], [1.4639, -3.8301, 1.9533], [0.8134, -2.9876, 1.4900], [0.1178, -2.1463, 0.9814], [2.1493, -1.9401, -5.0199], [0.7960, -2.3445, -4.4362], [0.6150, -1.8418, -3.0661], [1.0975, -2.7498, -2.0262], [0.0757, -3.8439, -1.7245], [0.0873, -0.6625, -2.8154], [-0.4039, 0.1524, -3.9772], [-0.0198, -0.1224, -1.5935], [2.2386, -2.3545, -6.0226], [2.9678, -2.3319, -4.4162], [2.2530, -0.8579, -5.0925], [0.7420, -3.4309, -4.3903], [-0.0132, -2.0049, -5.0781], [1.3222, -2.1760, -1.1306], [2.0260, -3.1970, -2.3818], [-0.8061, -3.4163, -1.2503], [0.5164, -4.5808, -1.0546], [-0.2294, -4.3543, -2.6365], [-1.2634, -0.3427, -4.4325], [0.3572, 0.2724, -4.7454], [-0.7264, 1.1396, -3.6553], [-0.3316, 0.8406, -1.7075]]}